Record 1
{"formula": "C4H31N2O9", "method": "the ωB97M-V functional and the def2-TZVPD basis", "orbital_gap_ev": 8.7, "homo_energy_ev": -11.29, "total_energy_ev": -26049.949, "de_lowest_kcal_mol": 139.5, "charge": 1, "symbols": ["C", "C", "C", "C", "N", "N", "H", "H", "H", "H", "H", "H", "H", "H", "H", "H", "H", "H", "H", "H", "H", "O", "H", "H", "O", "H", "H", "O", "H", "H", "O", "H", "H", "O", "H", "H", "O", "H", "H", "O", "H", "H", "O", "H", "H", "O"], "positions_angstrom": [[0.9386, -1.5002, 0.9227], [2.0031, -0.5992, 1.7437], [1.2933, 0.1400, 2.8988], [0.1338, 2.2378, 3.4359], [0.6387, 1.4095, 2.4133], [-0.0491, -0.7283, 0.0406], [0.3849, -2.1711, 1.5877], [1.6796, -2.2375, 0.2055], [2.8861, -1.2509, 1.9897], [2.5050, 0.0839, 1.0887], [1.9198, 0.2282, 3.7088], [0.4408, -0.4074, 3.3784], [0.6864, 3.2331, 3.4436], [0.1113, 1.7322, 4.4732], [-0.8657, 2.6523, 3.4355], [1.3655, 1.8828, 1.9057], [0.4376, 0.1309, -0.2377], [-0.5552, -1.2116, -0.7146], [-0.7425, -0.3967, 0.7857], [-3.5936, -0.0586, -1.5624], [-4.5069, -0.6041, -2.5719], [-4.0927, -0.8699, -1.8036], [-3.4292, -0.9787, 1.8309], [-3.4916, -2.1118, 0.7802], [-2.8813, -1.6376, 1.2801], [-1.7957, 1.5347, -3.0206], [-2.6292, 2.3423, -2.4482], [-2.2603, 1.4506, -2.2302], [1.7301, 4.0808, -1.2963], [2.0148, 4.8897, 0.0096], [2.1173, 3.9622, -0.4506], [-1.7773, -1.1794, -2.4766], [-0.6786, -2.2021, -2.7675], [-0.9428, -1.3840, -2.3004], [-1.2999, -4.0698, -1.5418], [-1.9344, -3.4045, -0.1311], [-1.3936, -3.2488, -0.9144], [1.5120, -1.4021, -2.9107], [2.3304, -1.7274, -4.0446], [2.4135, -1.4194, -3.1493], [0.4543, 2.7169, -0.5263], [-0.9097, 1.9680, -0.2694], [-0.0504, 1.9456, -0.4882], [3.5200, -1.2130, -1.7450], [3.1895, 0.1637, -0.9446], [3.1734, -0.7716, -0.8127]], "forces_ev_per_a": [[3.7, -2.1, -1.9], [-1.9, -1.4, -0.2], [-2.6, -0.4, -1.4], [0.4, 2.0, 3.2], [1.0, -2.2, -0.8], [0.4, 0.7, 4.3], [0.0, 0.4, -0.2], [-2.6, 2.2, 1.8], [-1.3, 0.3, 0.4], [-0.2, 0.7, -0.4], [2.0, 1.0, 1.9], [0.6, -0.3, -0.8], [-0.1, -1.3, 0.6], [0.7, 0.8, -1.4], [-0.9, -0.6, -1.1], [0.0, 0.4, -0.3], [-0.4, 0.0, -0.6], [0.4, -0.3, -0.2], [0.8, -0.3, -1.6], [-0.3, -0.7, -0.1], [-1.7, 0.6, -2.7], [2.1, 0.0, 2.7], [1.2, -1.7, -1.3], [-1.9, -1.1, -1.4], [0.7, 2.9, 2.7], [2.5, -1.4, -2.4], [-0.8, -0.5, 1.6], [-1.9, 2.0, 0.8], [-0.3, 0.4, -1.5], [0.3, -2.7, -1.4], [0.0, 2.3, 2.7], [-5.9, 1.0, -1.3], [-0.8, 0.8, 0.5], [6.7, -0.9, -0.6], [-0.8, 2.0, 2.6], [0.1, -0.8, -0.3], [0.5, -2.4, -1.3], [-1.6, 0.4, 1.2], [0.6, -0.3, -0.9], [1.0, -0.3, -0.9], [0.7, 2.2, 0.5], [-4.5, 1.0, 1.1], [4.2, -3.0, -1.7], [-1.5, 2.0, 3.4], [0.3, 0.9, -0.5], [1.5, -2.6, -2.8]]}

Record 2
{"formula": "C5H10NS", "method": "the ωB97M-V functional and the def2-TZVPD basis", "orbital_gap_ev": 9.2, "homo_energy_ev": -12.96, "total_energy_ev": -17664.233, "de_lowest_kcal_mol": 48.2, "charge": 1, "smiles": "[NH3+][C@@H]1C=CC[C@H]1S", "symbols": ["N", "C", "C", "C", "C", "C", "S", "H", "H", "H", "H", "H", "H", "H", "H", "H", "H"], "positions_angstrom": [[1.1115, -1.7122, -0.0026], [0.2031, -0.6115, -0.4887], [1.0239, 0.5839, -0.8643], [0.6680, 1.6286, -0.1665], [-0.5900, 1.4153, 0.5738], [-0.8574, -0.0863, 0.6262], [-2.4314, -0.7498, 0.0478], [1.6844, -1.4472, 0.7180], [1.7586, -2.1158, -0.7454], [0.7513, -2.6274, 0.3244], [-0.4196, -1.1545, -1.1842], [1.9080, 0.5213, -1.5154], [0.9377, 2.5846, -0.4582], [-0.4055, 1.8107, 1.5545], [-1.4439, 2.1052, 0.1565], [-0.6522, -0.4993, 1.5897], [-3.2465, 0.3543, -0.1657]], "forces_ev_per_a": [[0.3, -3.3, -2.3], [-0.9, -0.4, 1.1], [1.3, -1.8, -0.5], [-1.9, -0.4, -1.2], [-1.6, 1.9, 0.6], [1.1, 0.1, -2.4], [-1.5, 0.5, 0.0], [2.0, 1.4, 2.4], [-0.7, 1.3, 0.6], [-1.1, 0.7, 0.0], [0.2, 0.4, -1.0], [-0.7, 0.1, 0.1], [1.1, 1.9, 0.2], [-0.4, 0.2, 0.9], [1.5, -1.6, 0.6], [0.2, -0.2, 0.7], [1.0, -0.6, 0.4]]}

Record 3
{"formula": "C2H9NS2", "method": "the ωB97M-V functional and the def2-TZVPD basis", "orbital_gap_ev": 8.9, "homo_energy_ev": -8.69, "total_energy_ev": -25379.557, "de_lowest_kcal_mol": 26.7, "charge": 0, "smiles": "CCN.SS", "symbols": ["C", "C", "N", "H", "H", "H", "H", "H", "H", "H", "S", "S", "H", "H"], "positions_angstrom": [[2.5878, 1.5293, 1.3570], [3.2804, 0.4936, 0.4614], [2.9207, -0.8743, 0.8516], [2.7729, 1.1900, 2.3763], [2.8415, 2.5854, 1.2890], [1.5340, 1.4389, 1.0826], [3.0407, 0.5474, -0.6058], [4.3605, 0.5432, 0.5805], [1.9946, -1.2734, 0.6807], [2.7896, -0.8507, 1.8604], [-2.1316, 0.4755, -1.3815], [-2.3702, -1.0096, 0.0312], [-1.4340, -0.3598, -2.1706], [-1.3138, -1.7468, -0.3450]], "forces_ev_per_a": [[-0.5, -0.6, -0.7], [-0.3, -0.3, -0.3], [-0.4, -0.8, 1.6], [-0.3, 0.2, 0.2], [0.4, -0.1, -0.3], [-0.2, 0.2, 0.6], [0.1, 0.6, 0.2], [0.1, 0.1, -0.2], [0.1, 0.9, -1.3], [0.9, -0.1, 0.3], [0.5, 0.1, -0.5], [-0.2, -0.6, 0.6], [-0.2, 0.4, -0.3], [0.0, 0.1, 0.2]]}

Record 4
{"formula": "C4H11NO2", "method": "the ωB97M-V functional and the def2-TZVPD basis", "orbital_gap_ev": 10.4, "homo_energy_ev": -9.67, "total_energy_ev": -9911.214, "de_lowest_kcal_mol": 23.7, "charge": 0, "smiles": "CCC(=O)NC.O", "symbols": ["C", "C", "C", "O", "N", "C", "H", "H", "H", "H", "H", "H", "H", "H", "H", "O", "H", "H"], "positions_angstrom": [[-0.0839, 0.8132, 2.0074], [-0.5673, 1.1355, 0.6141], [-0.1816, 0.1238, -0.4645], [0.3856, -0.9326, -0.3431], [-0.3829, 0.7171, -1.7280], [0.0876, 0.1091, -2.9403], [0.4716, -0.0998, 2.1105], [0.5093, 1.6928, 2.3257], [-0.8123, 0.7614, 2.8405], [-0.1780, 2.0793, 0.2339], [-1.6446, 1.3650, 0.4166], [-1.2673, 1.1570, -1.9125], [0.2472, 0.8965, -3.7645], [-0.5978, -0.6337, -3.3477], [1.0611, -0.3774, -2.8879], [1.3610, -2.9431, 2.2743], [0.7863, -3.6598, 2.5653], [0.8059, -2.2044, 2.0002]], "forces_ev_per_a": [[-0.5, 1.5, 1.5], [-1.1, -0.3, -1.0], [0.1, 1.3, -1.3], [0.0, 0.0, 0.5], [0.2, -0.6, 0.0], [0.6, 0.4, -2.1], [0.6, -0.2, -0.4], [0.3, -0.8, -0.1], [-0.3, 0.0, -0.9], [0.6, -0.1, 0.3], [0.3, -0.6, 0.9], [-0.1, 0.5, 0.6], [-0.5, -0.9, 1.3], [-0.1, -0.1, 0.0], [-0.1, 0.0, 0.7], [0.2, -0.1, 0.2], [-0.1, 0.3, -0.1], [-0.1, -0.3, -0.2]]}